1.
# C28H21N7O2PtS

A structure of composition C28H21N7O2PtS (ωB97M-V/def2-TZVPD, the OMol25 dataset).

Geometry as XYZ:
```
60
Properties=species:S:1:pos:R:3
Pt 1.0270 -1.2788 -0.1424
C 5.2981 -2.2250 -0.2423
C 3.9327 -2.1944 -0.5663
N 3.0524 -1.5403 0.1568
C 3.4634 -0.8500 1.2739
C 4.8155 -0.8320 1.6632
C 5.7321 -1.5505 0.8621
C 5.1938 -0.1001 2.8107
C 4.2374 0.5905 3.5044
C 2.8839 0.5842 3.1275
C 2.4623 -0.1457 2.0296
N 1.2033 -0.2650 1.5305
C -0.0421 -0.1657 2.1581
C -0.3344 0.0678 3.5038
C -1.6212 -0.1667 3.9780
C -2.6281 -0.6904 3.1742
C -2.3675 -0.8789 1.8260
C -3.1752 -1.7603 0.8778
C -3.7016 -1.1083 -0.4035
C -2.8101 -1.2091 -1.3825
N -0.8417 -0.6675 -0.0753
C -1.1310 -0.5079 1.3458
H 5.9789 -2.7789 -0.8725
H 3.5512 -2.7118 -1.4364
H 6.7799 -1.5528 1.1369
H 6.2328 -0.0817 3.1112
H 4.5248 1.1762 4.3685
H 2.1808 1.1956 3.6704
H 0.4344 0.3629 4.1991
H -1.8201 0.0004 5.0289
H -3.5823 -0.9748 3.5990
H -3.9203 -2.3392 1.4224
H -4.6340 -0.5665 -0.4414
H -2.8531 -0.7842 -2.3701
N -1.4085 5.1556 -5.1922
C -1.4147 4.4044 -4.0142
C -0.2137 4.0734 -3.3818
C -0.2154 3.2932 -2.2416
C -1.4144 2.8259 -1.7230
C -2.6114 3.1492 -2.3392
C -2.6135 3.9339 -3.4801
S -1.4145 1.8446 -0.2571
O -2.7766 1.8039 0.2572
O -0.4334 2.3994 0.6547
N -0.9580 0.4785 -0.9638
C -1.5622 -1.8013 -0.7287
N -2.1364 -2.6464 0.2984
C -2.3817 -3.9187 -0.0863
C -1.6830 -4.4941 -1.0991
C -0.5963 -3.7284 -1.6287
N -0.4585 -2.4602 -1.4287
H -0.6049 5.7534 -5.3021
H -2.2655 5.6526 -5.3755
H 0.7223 4.4360 -3.7910
H 0.7110 3.0456 -1.7402
H -3.5367 2.7901 -1.9083
H -3.5504 4.1887 -3.9619
H -3.1106 -4.4626 0.5023
H -1.8088 -5.5346 -1.3492
H 0.2141 -4.2332 -2.1461
```

The lowest unoccupied orbital energy is -0.3 eV. The largest force on an atom is 0.21 eV Å⁻¹. As for the relative energy (zero: lowest compared OMol25 entry of this formula, charge and spin): 5.180 eV. The net charge is 0. The orbital gap is 0.2448 Eh.

2.
# C19H48FN2O19P4

A cluster of 5 separate species, C19H48FN2O19P4 in total at a distorted geometry (ωB97M-V/def2-TZVPD, the OMol25 dataset).

Geometry as XYZ:
```
93
Properties=species:S:1:pos:R:3
C -0.8132 -1.6455 0.7939
C -1.9058 -1.4466 -0.2622
F -3.0209 -2.2111 0.1431
N -2.1912 -0.0843 -0.5133
C -2.8320 0.6346 0.5800
C -2.3626 2.0972 0.6996
C -0.9360 2.2996 1.2459
C 0.1914 1.7050 0.4051
N 0.1240 1.7594 -0.9964
O 1.1341 1.1584 0.9374
C -4.3804 0.6487 0.3679
O -5.0687 1.2231 1.2490
O -4.8776 0.0776 -0.6201
H -0.9637 -2.5929 1.3138
H 0.1777 -1.5948 0.3380
H -0.8296 -0.8500 1.5412
H -1.5588 -1.8749 -1.2089
H -2.6851 0.0556 -1.3839
H -2.6807 0.1579 1.5508
H -2.5365 2.6172 -0.2507
H -3.0391 2.5636 1.4214
H -0.7475 3.3813 1.2651
H -0.8358 1.8806 2.2476
H 0.0762 0.7885 -1.2872
H -0.7576 2.1672 -1.2813
C -7.9283 -1.5810 7.1999
O -7.3731 -2.0945 6.0007
P -5.7139 -2.0527 5.8573
O -5.2770 -2.1382 7.2763
O -5.7280 -0.5306 5.2828
C -6.5785 -0.2369 4.1495
O -4.2449 -2.3786 5.1361
C -4.2121 -2.5455 3.6934
H -9.0002 -1.4680 7.0306
H -7.7766 -2.2730 8.0262
H -7.4995 -0.6073 7.4381
H -7.4779 0.2754 4.4925
H -6.8666 -1.1428 3.6154
H -6.0311 0.4118 3.4644
H -4.2121 -1.5707 3.2023
H -5.0599 -3.1317 3.3417
H -3.2965 -3.0712 3.4340
C 3.4095 -0.0670 -0.8489
O 4.4002 0.2122 -1.8524
P 3.9279 0.1089 -3.4309
O 2.4763 0.4033 -3.3721
O 4.2201 -1.4997 -3.4962
C 5.4980 -2.0021 -3.0782
O 4.1098 0.2676 -5.0986
C 5.4544 0.1967 -5.6128
H 3.9352 -0.1883 0.0977
H 2.7122 0.7563 -0.7501
H 2.8796 -0.9909 -1.0836
H 5.4091 -2.4309 -2.0808
H 6.2603 -1.2209 -3.0611
H 5.8052 -2.7816 -3.7752
H 5.7737 -0.8472 -5.6851
H 6.1521 0.7484 -4.9823
H 5.4638 0.6386 -6.6075
C 5.5612 -6.1874 -7.8450
O 5.1469 -4.8274 -7.8653
P 4.1589 -4.3214 -6.6262
O 4.5542 -5.2255 -5.5168
O 2.8120 -4.8311 -7.4128
C 2.5957 -4.3933 -8.7620
O 3.3104 -3.2039 -5.7379
C 2.8497 -2.0028 -6.4070
H 5.9908 -6.4027 -8.8240
H 6.3235 -6.3490 -7.0862
H 4.7111 -6.8477 -7.6740
H 2.8583 -5.1965 -9.4511
H 3.1877 -3.5101 -9.0067
H 1.5408 -4.1512 -8.8810
H 1.9397 -2.2161 -6.9728
H 3.6193 -1.6145 -7.0754
H 2.6289 -1.2541 -5.6570
C 2.6028 4.5270 3.8455
O 1.4696 4.3494 4.6862
P 0.0648 5.1660 4.2739
O 0.3292 5.2293 2.8051
O 0.5848 6.5043 5.0799
C 0.8657 6.3907 6.4832
O -1.4732 5.8322 4.0918
C -2.3417 5.8954 5.2422
H 3.4616 4.1252 4.3855
H 2.4864 3.9750 2.9161
H 2.7695 5.5852 3.6412
H 1.9436 6.3277 6.6334
H 0.3958 5.5114 6.9262
H 0.4864 7.2803 6.9847
H -2.0741 6.7512 5.8674
H -2.2903 4.9795 5.8306
H -3.3624 6.0217 4.8896
```

The lowest unoccupied orbital energy is -0.4 eV. The largest force on an atom is 8.55 eV Å⁻¹. The net charge is -1. The orbital gap is 0.1523 Eh.

3.
# C5H8N2

A structure of composition C5H8N2 at a distorted geometry (ωB97M-V/def2-TZVPD, the OMol25 dataset).

Geometry as XYZ:
```
15
Properties=species:S:1:pos:R:3
C -0.5799 1.1800 0.9494
C 0.2135 -1.0580 0.6313
C -1.0243 -1.0265 -0.2433
N -0.4498 0.2561 -0.7499
C 0.8838 -0.3716 -0.5399
C 2.0183 0.5391 -0.3489
N 2.9088 1.2607 -0.1908
H -1.4656 1.7071 0.5911
H -0.7342 0.7661 1.9369
H 0.3109 1.7999 0.8947
H 0.6136 -1.9705 1.0735
H -2.0241 -0.9409 0.1923
H -1.0452 -1.7373 -1.0899
H -0.7026 0.6022 -1.6831
H 1.0768 -1.0066 -1.4234
```

The lowest unoccupied orbital energy (spin up / spin down) is 0.7 / 0.7 eV. The largest force on an atom is 1.12 eV Å⁻¹. As for the relative energy (zero: lowest compared OMol25 entry of this formula, charge and spin): 6.222 eV. The net charge is 0. The orbital gap (spin up / spin down) is 0.2918 / 0.2919 Eh.

4.
# C20H30N2O6PTeTi

A structure of composition C20H30N2O6PTeTi at a distorted geometry (ωB97M-V/def2-TZVPD, the OMol25 dataset).

Geometry as XYZ:
```
61
Properties=species:S:1:pos:R:3
Ti -0.1381 0.9552 -1.2457
C 1.2986 4.9057 -1.3581
C 1.3975 3.4183 -1.1359
O 0.5936 2.7107 -1.8500
C 2.3178 2.9302 -0.2198
C 2.5496 1.5467 0.0407
C 3.8443 1.1241 0.6769
N 1.6712 0.6575 -0.3344
N 2.1362 -0.6700 -0.4332
C 1.5808 -1.1935 -1.4887
O 0.7745 -0.5737 -2.2959
C 1.8719 -2.6298 -1.7813
C 1.3529 -3.2032 -2.9367
C 1.5747 -4.5462 -3.2187
C 2.3151 -5.3285 -2.3449
C 2.8375 -4.7589 -1.1886
C 2.6189 -3.4187 -0.9089
H 1.4098 5.1233 -2.4220
H 2.0453 5.4631 -0.7931
H 0.3011 5.2370 -1.0591
H 2.9780 3.6495 0.2474
H 4.3946 1.9958 1.0298
H 4.4639 0.5780 -0.0362
H 3.6524 0.4471 1.5106
H 0.7743 -2.5748 -3.6006
H 1.1660 -4.9827 -4.1223
H 2.4849 -6.3763 -2.5613
H 3.4162 -5.3655 -0.5022
H 3.0136 -2.9583 -0.0126
C -2.7728 0.0426 3.7196
C -3.5690 0.6317 2.5734
O -2.7341 0.7667 1.4288
P -2.3871 2.1051 0.6008
O -2.1654 1.6839 -0.8273
Te -3.8785 3.8518 1.1134
O -0.8743 2.4371 1.0522
C -0.4702 2.8215 2.3648
C -0.0701 4.2798 2.3822
H -3.4286 -0.1284 4.5764
H -1.9727 0.7160 4.0281
H -2.3232 -0.9086 3.4312
H -4.0035 1.5970 2.8384
H -4.3868 -0.0382 2.2961
H 0.3707 2.1755 2.6254
H -1.2842 2.6387 3.0725
H 0.7307 4.4485 1.6620
H 0.2838 4.5600 3.3775
H -0.9258 4.9021 2.1203
C -1.6338 -3.3244 -0.3984
C -2.8038 -2.7826 -1.2205
C -2.2334 -1.4691 -1.7277
O -1.4224 -0.9851 -0.6559
C -1.0648 -2.0555 0.2288
H -0.8907 -3.7857 -1.0529
H -1.9351 -4.0556 0.3519
H -3.6672 -2.5933 -0.5783
H -3.1088 -3.4465 -2.0296
H -2.9794 -0.7047 -1.9421
H -1.6014 -1.6224 -2.6088
H -1.5141 -1.8404 1.2030
H 0.0188 -2.0797 0.3395
```

The lowest unoccupied orbital energy (spin up / spin down) is 2.6 / 2.6 eV. The largest force on an atom is 1.30 eV Å⁻¹. As for the expectation value of S²: 2.0061. The net charge is -1. The orbital gap (spin up / spin down) is 0.1810 / 0.2621 Eh. The spin multiplicity is 3.

5.
# C3H3ClN2S2

The molecule C3H3ClN2S2 at a distorted geometry (ωB97M-V/def2-TZVPD, the OMol25 dataset).

Geometry as XYZ:
```
11
Properties=species:S:1:pos:R:3
S 0.8458 -1.8439 -1.5387
C 0.1509 -0.7466 -0.5169
C -0.9267 -0.8688 0.4343
Cl -1.9561 -2.2293 0.5541
C -1.0744 0.3530 1.0367
N -0.0686 1.1374 0.6222
N 0.5796 0.5205 -0.3918
S 2.0980 1.1277 -1.0712
H -1.8830 0.6828 1.6523
H -0.2011 2.1565 0.4728
H 2.4356 -0.2893 -1.2538
```

The lowest unoccupied orbital energy is 0.1 eV. The largest force on an atom is 3.08 eV Å⁻¹. As for the relative energy (zero: lowest compared OMol25 entry of this formula, charge and spin): 0.994 eV. The net charge is 0. The orbital gap is 0.3036 Eh.

6.
# C17H19N5O3

The molecule C17H19N5O3 (ωB97M-V/def2-TZVPD, the OMol25 dataset).

Geometry as XYZ:
```
44
Properties=species:S:1:pos:R:3
C 4.0739 -3.3229 3.3625
O 3.8466 -2.5241 2.2276
C 2.5776 -2.4113 1.7589
C 1.4641 -3.0238 2.3053
C 0.2024 -2.8367 1.7536
C 0.0537 -2.0419 0.6296
N -1.2111 -1.8506 0.0471
C -2.1288 -2.8346 -0.2853
O -1.9009 -4.1517 -0.0819
C -3.1955 -2.1984 -0.8402
N -2.9822 -0.8464 -0.8468
C -1.8076 -0.6599 -0.3313
N -1.1542 0.5259 -0.0989
C -1.4557 1.7552 -0.6055
N -2.4206 1.8724 -1.5035
C -2.6707 3.0880 -1.9656
C -3.7648 3.2086 -2.9754
C -1.9406 4.1906 -1.5289
C -0.9315 3.9621 -0.5991
C -0.0764 5.0730 -0.0769
N -0.6859 2.7432 -0.1375
C 1.1703 -1.4252 0.0573
C 2.4240 -1.5881 0.6151
O 3.5600 -1.0159 0.1489
C 3.4700 -0.1522 -0.9594
H 3.5324 -2.9458 4.2363
H 3.7946 -4.3665 3.1838
H 5.1445 -3.2649 3.5507
H 1.5566 -3.6482 3.1787
H -0.6575 -3.2908 2.2225
H -0.9869 -4.2770 0.2059
H -4.0996 -2.6173 -1.2265
H -0.4001 0.5170 0.5742
H -3.3612 3.5537 -3.9262
H -4.2302 2.2374 -3.1100
H -4.5082 3.9300 -2.6416
H -2.1441 5.1825 -1.8993
H -0.6963 5.8228 0.4115
H 0.6415 4.6792 0.6363
H 0.4540 5.5552 -0.8964
H 1.0314 -0.8310 -0.8311
H 4.4824 0.2097 -1.1292
H 2.8101 0.6975 -0.7562
H 3.1205 -0.6788 -1.8533
```

The lowest unoccupied orbital energy is 0.6 eV. The largest force on an atom is 0.82 eV Å⁻¹. As for the relative energy (zero: lowest compared OMol25 entry of this formula, charge and spin): 2.269 eV. The net charge is 0. The orbital gap is 0.2850 Eh.